18
Properties=species:S:1:pos:R:3 method="wB97M-V/def2-TZVPD" homo_ev=-14.310 charge=+1 largest_force_ha_per_bohr=0.0239 relative_energy_ev=0.7801 energy_ha=-326.4844 lumo_energy_ha=-0.1104 orbital_gap_ev=11.31
O -1.715 1.786 -2.597
O 0.329 -1.912 -1.457
N -0.547 0.294 0.079
C 0.472 0.211 1.150
C 1.404 1.125 1.203
C 0.370 -0.936 2.100
H -0.397 -0.541 -0.524
H -0.608 -1.296 2.419
H -1.473 0.227 0.516
H 1.059 -2.039 -2.076
H 1.420 2.053 0.643
H 0.946 -1.803 1.767
H 2.285 0.976 1.815
H -0.167 -2.736 -1.548
H -1.642 2.731 -2.730
H -0.450 1.169 -0.451
H -2.155 1.334 -3.323
H 0.868 -0.645 3.015


11
Properties=species:S:1:pos:R:3 method="wB97M-V/def2-TZVPD" homo_ev=-10.511 largest_force_ha_per_bohr=0.0219 smiles="N#CCCC=O" relative_energy_ev=0.6353 energy_ha=-285.3912 lumo_energy_ha=0.0252 orbital_gap_ev=11.20
O -1.294 1.226 -1.051
N 2.685 0.130 -1.012
C 1.805 0.225 -0.267
C -1.447 0.106 -0.629
C -0.484 -0.581 0.314
C 0.704 0.309 0.696
H -1.049 -0.872 1.209
H 0.375 1.352 0.749
H -2.341 -0.490 -0.905
H 1.096 0.026 1.678
H -0.154 -1.519 -0.150


44
Properties=species:S:1:pos:R:3 method="wB97M-V/def2-TZVPD" homo_ev="-14.054 / -14.053" charge=+2 spin_multiplicity=7 largest_force_ha_per_bohr=0.1927 energy_ha=-3014.6269 lumo_energy_ha="-0.2869 / -0.2817" orbital_gap_ev="6.25 / 6.39"
Tb -0.024 0.118 -0.160
I -2.019 2.399 -3.769
Cl 0.509 2.135 -1.004
S 0.009 0.031 2.152
P 1.543 -0.937 -1.541
O -4.303 0.820 -4.962
O -0.643 -2.691 1.258
N -0.846 -0.864 4.388
N 0.893 0.961 4.214
C -1.293 -0.698 5.776
C 1.785 -2.718 -1.457
C -0.407 -1.704 0.778
C -3.967 2.934 -6.131
C 0.000 0.001 3.681
C 1.078 -0.596 -3.261
C -1.420 -2.098 3.813
C 1.128 1.144 5.656
C 1.726 1.846 3.359
C -3.709 1.873 -5.111
C 3.199 -0.217 -1.367
H 3.608 -0.466 -0.380
H -3.061 3.084 -6.723
H -2.052 -2.660 4.523
H 3.127 0.873 -1.448
H 3.854 -0.612 -2.149
H 1.318 0.170 6.139
H -4.192 3.872 -5.618
H -2.394 -0.752 5.839
H -2.070 -1.836 2.960
H 2.008 1.776 5.877
H 1.072 2.469 2.724
H 2.393 1.234 2.725
H 0.301 1.724 6.108
H 0.945 0.484 -3.391
H 0.128 -1.092 -3.493
H -0.590 -2.775 3.549
H 2.512 -3.027 -2.212
H 1.860 -0.963 -3.932
H 0.833 -3.235 -1.630
H -0.865 -1.491 6.422
H 2.369 2.547 3.928
H -1.075 0.282 6.204
H 2.146 -3.001 -0.461
H -4.806 2.636 -6.777


124
Properties=species:S:1:pos:R:3 method="wB97M-V/def2-TZVPD" homo_ev=-8.418 largest_force_ha_per_bohr=0.0450 relative_energy_ev=0.6403 energy_ha=-9612.5486 lumo_energy_ha=-0.0091 orbital_gap_ev=8.17
Br -1.229 -0.522 -4.111
V 0.062 -0.397 -1.802
S 2.809 -3.010 -3.731
S -2.556 -2.126 3.281
S 2.568 -1.315 0.792
S -1.405 -3.560 -1.206
S -2.552 4.641 -2.676
S -4.514 1.577 0.115
S 0.684 2.739 1.717
S 4.887 5.014 0.547
O -3.637 4.861 -1.790
O 3.618 5.582 0.282
O 1.740 -1.001 -0.333
O -2.797 -2.927 -0.998
O -1.395 4.016 -1.784
O 2.327 -1.936 -2.939
O 4.968 3.610 -0.178
O 1.005 0.703 -2.446
O -2.855 -0.887 3.932
O -0.474 -2.501 -1.454
O -3.590 -2.958 2.758
O 0.687 1.972 0.526
O -1.142 -4.506 -0.170
O 2.212 -3.306 -4.986
O 2.588 -0.471 1.926
O 5.309 4.791 1.885
O -2.030 5.737 -3.440
O -1.625 -2.970 4.244
O -4.284 0.215 -0.251
O -5.103 2.501 -0.778
O 0.087 4.148 1.344
O -0.009 2.220 2.849
O -1.048 0.276 -0.895
O -5.374 1.607 1.445
O 2.745 -4.290 -2.792
O 2.312 -2.768 1.315
C -1.393 -1.767 2.016
C -0.019 5.143 2.382
C 3.640 2.386 -1.789
C 4.212 -1.426 0.162
C 1.789 -5.080 1.023
C -3.841 -3.924 -0.771
C -2.093 -3.393 5.540
C -5.155 -3.202 -0.408
C 3.337 -6.591 -2.580
C 4.552 3.573 -1.572
C 2.403 -3.873 0.359
C -2.989 2.250 0.706
C -0.043 4.160 -2.228
C 4.554 -2.787 -4.014
C -3.505 -3.944 5.583
C -1.459 5.388 2.750
C -5.936 0.772 3.676
C -1.569 -4.436 -2.696
C -5.000 0.683 2.482
C 2.633 -5.570 -3.444
C -2.918 3.254 -3.715
C 0.507 5.544 -1.825
C 6.132 5.924 -0.287
C 2.378 3.064 2.186
H 4.945 -2.215 -3.181
H -0.299 6.168 -1.439
H -1.570 6.309 3.324
H -3.636 3.562 -4.468
H 2.750 -6.880 -1.708
H -2.035 -3.831 -3.470
H -5.242 -0.323 2.118
H 4.852 -2.029 0.799
H 2.064 -4.974 2.079
H -0.558 -4.715 -2.992
H 2.465 2.698 3.203
H 2.667 2.529 -1.317
H 2.504 4.141 2.133
H -0.961 -2.614 1.504
H -3.613 -4.615 0.033
H 6.058 6.963 0.025
H 0.125 3.986 -3.292
H -2.115 -5.351 -2.480
H -2.390 2.738 -0.056
H -3.585 -4.627 6.434
H 7.089 5.471 -0.055
H -1.897 4.561 3.307
H 1.117 5.442 -0.922
H -2.436 1.451 1.203
H 1.054 6.074 -2.599
H -3.776 -4.536 4.715
H 4.609 -2.351 -5.006
H -2.001 2.880 -4.162
H 0.410 6.076 2.011
H -1.352 -4.148 5.805
H 2.185 -6.027 0.666
H 0.706 -5.078 1.012
H 3.463 -4.044 0.154
H 3.410 2.183 -2.834
H 3.018 2.539 1.490
H -3.347 2.537 -3.016
H -1.993 -2.606 6.291
H 5.932 5.925 -1.357
H 5.497 3.354 -2.088
H 0.584 4.871 3.251
H 0.567 3.437 -1.693
H -2.046 5.549 1.842
H 1.947 -3.546 -0.577
H -6.213 1.811 3.893
H -6.876 0.246 3.526
H 4.593 -0.406 0.166
H -4.055 -4.375 -1.741
H 1.576 -5.823 -3.565
H 4.999 -3.780 -4.057
H -6.011 -3.756 -0.786
H -3.945 0.729 2.720
H -3.115 2.955 1.531
H -5.254 -3.113 0.672
H 4.197 1.547 -1.370
H -5.439 0.411 4.575
H -0.650 -1.141 2.513
H 2.986 -5.612 -4.476
H 4.225 4.512 -2.014
H 3.412 -7.540 -3.124
H -4.205 -3.129 5.757
H 4.363 -6.294 -2.374
H 4.115 -1.807 -0.852
H -5.101 -2.193 -0.799
H -1.974 -1.084 1.386


8
Properties=species:S:1:pos:R:3 method="wB97M-V/def2-TZVPD" homo_ev=-9.728 largest_force_ha_per_bohr=0.1176 relative_energy_ev=3.7059 energy_ha=-528.7055 lumo_energy_ha=-0.0242 orbital_gap_ev=9.07
P 0.707 0.656 -1.322
N 0.461 -0.994 -0.955
N 0.339 -0.046 1.122
C 0.261 1.060 0.378
C 0.242 -1.052 0.284
H -0.418 -2.649 0.969
H 0.357 2.071 0.938
H -0.466 0.771 -2.199


10
Properties=species:S:1:pos:R:3 method="wB97M-V/def2-TZVPD" homo_ev=-4.008 charge=-1 largest_force_ha_per_bohr=0.0762 relative_energy_ev=0.2176 energy_ha=-7988.1114 lumo_energy_ha=0.1049 orbital_gap_ev=6.86
Br 1.058 1.942 0.373
Br -0.367 -1.504 2.118
Br 1.850 -2.823 0.218
O 3.903 0.458 0.348
O 2.687 -0.059 2.179
C 0.151 -0.611 -0.511
C 3.154 0.317 1.189
C 0.591 -1.400 0.425
H 0.748 -0.568 -1.423
H -0.743 -0.189 -0.715


116
Properties=species:S:1:pos:R:3 method="wB97M-V/def2-TZVPD" homo_ev="-8.582 / -8.486" charge=+1 spin_multiplicity=2 largest_force_ha_per_bohr=0.0037 energy_ha=-4228.3267 lumo_energy_ha="-0.1068 / -0.1068" orbital_gap_ev="5.68 / 5.58"
Mn -0.268 -1.347 -0.573
S 2.093 -1.246 -0.481
F 2.504 3.363 3.208
O -2.260 -1.202 -0.579
O -4.172 -0.051 -0.494
O -0.249 -0.040 0.988
N -2.301 3.429 0.527
N 3.214 7.802 3.499
N -0.573 -2.976 0.592
N 3.759 1.037 0.501
N 2.834 1.390 -0.406
N 1.062 1.007 -1.672
N -0.322 -2.828 -1.961
N 1.445 5.830 2.532
N 0.018 0.333 -1.774
C -0.882 -4.107 -0.049
C -0.743 -6.131 -4.719
C 0.790 2.200 2.106
C 1.397 6.197 3.936
C -2.847 2.249 0.155
C -1.312 -5.242 0.625
C -0.670 -2.953 1.922
C -2.444 5.584 -0.795
C -1.972 0.190 -3.171
C 2.803 5.916 2.009
C -1.762 -5.722 -5.792
C -2.942 0.786 -3.966
C -1.083 -4.045 2.654
C 0.617 -6.405 -5.378
C -1.082 3.445 1.190
C -0.697 -4.033 -1.515
C 5.507 4.227 1.045
C -0.963 0.965 -2.622
C -2.969 -0.172 -0.303
C 1.352 3.372 2.504
C -2.905 2.149 -4.211
C 4.672 3.278 0.476
C -1.229 -7.414 -4.047
C 1.839 7.640 4.094
C 6.099 2.699 2.788
C -0.165 -3.729 -4.161
C -2.997 4.668 0.259
C 3.262 7.354 2.058
C -1.428 -5.232 2.007
C -0.457 4.644 1.577
C -0.967 0.977 0.906
C -0.045 -2.695 -3.260
C 0.767 4.610 2.209
C 2.051 0.457 -0.831
C 6.220 3.958 2.207
C -1.915 -6.432 2.808
C -2.243 1.035 0.284
C -1.888 2.923 -3.659
C 4.557 2.015 1.063
C -0.829 -6.837 3.814
C -0.589 -4.986 -3.726
C -3.712 4.824 -1.045
C -0.845 -5.119 -2.369
C -0.918 2.337 -2.865
C -3.194 -6.038 3.562
C 5.282 1.736 2.225
C -0.437 2.231 1.439
C -2.226 -7.634 1.916
H -3.446 5.114 1.138
H 3.876 7.234 4.033
H 0.520 -7.218 -6.099
H -1.343 -7.967 1.366
H -0.604 -6.032 4.514
H 3.518 8.772 3.581
H -2.204 -7.279 -3.575
H -1.851 3.988 -3.854
H -2.024 -0.865 -2.945
H 2.034 5.547 4.559
H -1.564 -6.127 0.063
H -3.824 2.291 -0.307
H -2.496 6.650 -0.619
H -3.661 4.004 -1.747
H -3.737 0.180 -4.379
H -3.021 -7.411 1.201
H -2.734 -5.508 -5.345
H -3.980 -5.740 2.866
H -1.439 -4.837 -6.340
H 2.599 8.015 1.502
H 1.182 8.312 3.545
H -1.165 -7.699 4.394
H 5.626 5.185 0.549
H 1.360 -6.694 -4.634
H -4.651 5.357 -1.028
H -1.156 -6.068 -1.963
H -0.896 5.603 1.346
H -1.559 5.240 -1.315
H -3.017 -5.209 4.248
H -0.412 -2.014 2.393
H 3.521 5.291 2.558
H 0.992 -5.530 -5.910
H 1.278 1.249 2.277
H 0.075 -3.547 -5.199
H -0.521 -7.771 -3.296
H 6.891 4.694 2.629
H -1.887 -6.534 -6.510
H 2.822 5.563 0.979
H 5.197 0.757 2.683
H 3.708 0.101 0.894
H -1.144 -3.959 3.731
H 6.656 2.461 3.684
H 4.288 7.468 1.712
H 4.132 3.479 -0.439
H 0.096 -7.109 3.302
H -1.332 -8.197 -4.799
H 0.377 6.107 4.306
H -2.563 -8.465 2.535
H 1.893 7.940 5.138
H -3.665 2.611 -4.828
H -0.118 2.920 -2.429
H 0.288 -1.714 -3.575
H -3.556 -6.886 4.146


17
Properties=species:S:1:pos:R:3 method="wB97M-V/def2-TZVPD" homo_ev="-7.950 / -7.959" largest_force_ha_per_bohr=0.0072 relative_energy_ev=6.4038 energy_ha=-272.4827 lumo_energy_ha="0.0105 / 0.0111" orbital_gap_ev="8.24 / 8.26"
C -0.135 1.380 0.153
C -0.517 -0.558 1.327
C 0.226 -0.871 -0.007
C 0.379 0.688 1.215
C -1.824 -0.267 0.615
C -0.901 0.249 -0.495
C 1.505 -0.139 0.541
H 1.565 1.011 -2.847
H 0.488 2.049 -0.438
H 2.173 0.381 -0.149
H 0.268 -1.897 -0.405
H -2.517 0.457 1.058
H -0.402 -1.201 2.203
H 2.071 -0.812 1.198
H 1.207 0.364 -2.771
H -1.237 0.348 -1.530
H -2.349 -1.183 0.331


74
Properties=species:S:1:pos:R:3 method="wB97M-V/def2-TZVPD" homo_ev=-11.642 charge=+1 largest_force_ha_per_bohr=0.1154 relative_energy_ev=12.9218 energy_ha=-2003.3613 lumo_energy_ha=-0.3678 orbital_gap_ev=1.63
Cd -0.855 0.771 0.790
O 3.282 -4.309 -8.642
O 1.392 -6.608 -8.113
O 2.585 -4.627 -4.386
O 0.758 -3.349 -4.980
O 1.144 -5.475 -6.193
O 2.610 -3.728 -6.601
O 2.965 -3.610 -2.281
O 0.612 -2.176 -3.108
N -0.825 -3.746 3.257
N -0.623 4.070 -2.565
N -5.787 -0.282 0.243
N -1.138 3.556 4.403
N 4.123 1.599 0.368
C -0.578 -5.816 4.870
C -0.773 -4.663 3.961
C -0.491 -8.237 5.278
C -1.145 5.950 5.401
C 1.138 -2.978 -3.846
C -6.947 -0.331 -0.029
C -0.922 -7.144 4.290
C -0.399 4.962 -3.300
C 7.642 2.469 -1.722
C -0.079 6.067 -4.196
C -9.360 -0.998 0.616
C -8.848 -2.352 1.141
C -0.004 6.261 6.396
C -8.364 -0.366 -0.470
C 7.460 1.242 -0.802
C -1.096 4.603 4.876
C 0.789 5.665 -5.453
C 5.305 1.645 0.444
C 1.389 4.172 -5.489
C 0.293 5.099 7.321
C 2.651 -4.525 -7.615
C 1.636 -5.665 -7.357
C 6.727 1.767 0.446
C 2.362 -3.751 -3.389
B 1.729 -4.305 -5.555
H -1.922 -7.398 3.939
H -1.264 -8.527 5.990
H -10.378 -1.108 0.244
H -7.940 -2.366 1.745
H 7.933 2.022 -2.672
H 8.495 1.013 -0.549
H 6.978 0.397 -1.293
H 1.588 6.395 -5.578
H 0.849 6.554 5.784
H -0.224 7.165 6.964
H -1.163 6.679 4.591
H -9.564 -2.876 1.774
H -0.962 6.645 -4.467
H 1.915 3.908 -4.571
H -9.526 -0.349 1.476
H 1.062 5.478 7.994
H 0.544 6.717 -3.583
H -0.315 -9.158 4.722
H -8.382 -1.140 -1.237
H 0.560 3.470 -5.401
H 7.088 1.189 1.297
H 0.401 -5.830 5.349
H 2.039 3.919 -6.326
H -0.480 4.677 7.963
H 0.497 -8.069 5.707
H 0.101 5.588 -6.295
H -8.576 -2.999 0.307
H -8.605 0.633 -0.832
H -2.163 6.026 5.783
H 0.504 4.157 6.816
H -0.308 -7.273 3.399
H 7.017 2.817 0.410
H 6.739 3.077 -1.668
H 8.370 3.236 -1.458
H -1.267 -5.526 5.663


44
Properties=species:S:1:pos:R:3 method="wB97M-V/def2-TZVPD" homo_ev=-11.744 charge=+1 largest_force_ha_per_bohr=0.0368 energy_ha=-1512.1915 lumo_energy_ha=-0.1058 orbital_gap_ev=8.87
S -1.455 -1.137 -2.759
S 1.734 -2.073 0.810
O 0.579 -5.334 0.057
O -1.060 2.992 -0.998
N -0.310 -0.068 2.335
C -0.195 -1.775 4.102
C 0.192 -2.971 0.748
C 0.188 -4.078 -0.332
C 1.744 -1.242 2.433
C -0.428 4.019 -0.224
C 0.337 -0.978 2.933
C -2.152 5.035 -1.481
C -0.776 5.340 -0.895
C 1.194 -1.023 -1.746
C -1.994 3.585 -1.912
C -0.036 -0.178 -2.175
C 1.473 -4.616 -0.845
C 1.635 -0.675 -0.317
H -1.257 -2.292 -2.115
H -0.769 6.178 -0.202
H 0.931 -2.068 -1.868
H -0.366 0.467 -1.368
H -1.581 3.513 -2.923
H 0.595 -1.970 4.822
H 1.032 0.108 0.135
H -0.933 -1.164 4.610
H -2.434 5.690 -2.304
H 2.200 -0.276 2.248
H 1.475 -5.007 -1.849
H 2.652 -0.290 -0.341
H -0.639 -2.319 0.491
H 2.364 -4.548 -0.246
H -0.067 5.554 -1.698
H 0.031 -3.487 1.688
H 0.647 3.833 -0.188
H -2.929 3.027 -1.880
H -2.915 5.117 -0.705
H 0.292 0.481 -2.971
H -0.823 3.976 0.796
H -0.618 -4.009 -1.054
H 2.303 -1.849 3.134
H -1.239 0.051 2.733
H 2.016 -0.840 -2.427
H -0.640 -2.699 3.747


20
Properties=species:S:1:pos:R:3 method="wB97M-V/def2-TZVPD" homo_ev=-9.139 largest_force_ha_per_bohr=0.1069 smiles="COc1ccc(C(=O)O)cc1O" relative_energy_ev=2.3487 energy_ha=-610.5365 lumo_energy_ha=0.0145 orbital_gap_ev=9.53
O 0.485 -1.502 -3.628
O 0.133 0.958 2.366
O -1.253 -0.225 -3.866
O 2.167 -0.147 1.101
C 0.118 -0.020 3.433
C -1.144 0.478 -1.109
C 0.929 -0.361 -0.936
C -0.148 -0.240 -1.697
C 1.079 -0.039 0.372
C -0.236 -0.732 -3.122
C -1.139 0.816 0.202
C -0.022 0.544 1.030
H -2.070 0.172 -3.132
H -0.756 -0.767 3.442
H 0.230 0.656 4.316
H 2.936 -0.242 0.465
H -2.018 0.687 -1.704
H -2.092 1.408 0.591
H 0.983 -0.688 3.338
H 1.818 -0.759 -1.462